# C44H110O22

A cluster of 11 separate species, C44H110O22 in total at a distorted geometry (wB97M-V/def2-TZVPD, the OMol25 dataset).

```
176
Properties=species:S:1:pos:R:3
C 1.146 0.264 6.215
O 0.606 1.559 6.090
C -0.412 1.569 5.108
C -0.904 2.995 4.847
O -1.535 3.687 5.898
C -0.861 3.708 7.144
H 1.519 -0.093 5.249
H 0.487 -0.478 6.674
H 2.029 0.344 6.852
H -1.297 0.977 5.377
H -0.064 1.110 4.175
H -1.635 2.986 4.032
H -0.153 3.653 4.392
H -1.335 4.500 7.721
H 0.207 3.910 7.025
H -0.920 2.773 7.704
C -0.947 0.234 0.766
O 0.014 0.986 1.483
C 1.339 0.601 1.237
C 1.768 -0.800 0.883
O 1.463 -1.170 -0.438
C 1.847 -2.495 -0.689
H -1.972 0.597 0.879
H -1.050 -0.799 1.107
H -0.753 0.293 -0.306
H 1.872 0.934 2.136
H 1.788 1.285 0.499
H 1.165 -1.397 1.590
H 2.805 -0.993 1.166
H 1.740 -3.162 0.182
H 2.907 -2.656 -0.907
H 1.149 -2.917 -1.409
C -6.456 -0.880 -6.509
O -5.939 -1.105 -5.192
C -6.901 -0.642 -4.246
C -6.462 -0.694 -2.795
O -5.279 0.076 -2.615
C -4.755 -0.092 -1.318
H -5.555 -1.193 -7.045
H -6.658 0.158 -6.784
H -7.329 -1.476 -6.784
H -7.710 -1.392 -4.257
H -7.431 0.271 -4.526
H -6.400 -1.710 -2.398
H -7.258 -0.210 -2.217
H -3.951 0.602 -1.070
H -4.347 -1.106 -1.262
H -5.418 0.048 -0.456
C 1.332 -7.548 0.567
O 0.175 -7.194 1.303
C -0.126 -5.820 1.330
C -1.418 -5.683 2.110
O -1.279 -6.033 3.477
C -2.272 -6.912 3.964
H 2.146 -7.025 1.090
H 1.373 -7.208 -0.470
H 1.518 -8.611 0.680
H -0.249 -5.445 0.305
H 0.691 -5.192 1.709
H -2.061 -6.422 1.621
H -1.911 -4.718 1.977
H -2.468 -6.663 5.008
H -1.907 -7.933 3.836
H -3.226 -6.753 3.451
C 8.253 2.879 -1.013
O 6.945 2.932 -0.483
C 5.942 3.349 -1.384
C 5.656 2.414 -2.541
O 5.308 1.122 -2.028
C 4.014 0.959 -1.530
H 8.682 3.848 -1.275
H 8.339 2.179 -1.848
H 8.855 2.430 -0.222
H 6.243 4.335 -1.765
H 5.042 3.480 -0.782
H 6.504 2.218 -3.192
H 4.809 2.798 -3.118
H 3.869 1.334 -0.506
H 3.970 -0.120 -1.338
H 3.267 1.290 -2.257
C -1.862 -6.139 -3.098
O -1.337 -5.014 -2.419
C -1.405 -3.804 -3.122
C -0.209 -3.771 -4.116
O 0.025 -2.510 -4.730
C 0.812 -1.740 -3.793
H -1.199 -6.377 -3.933
H -2.837 -5.838 -3.505
H -2.116 -7.031 -2.530
H -1.247 -2.939 -2.475
H -2.322 -3.689 -3.704
H -0.569 -4.405 -4.932
H 0.700 -4.220 -3.711
H 1.221 -0.828 -4.216
H 1.658 -2.374 -3.517
H 0.176 -1.577 -2.925
C -6.868 1.485 2.346
O -5.739 1.617 3.167
C -4.696 0.722 2.960
C -4.794 -0.462 3.926
O -3.603 -1.060 4.436
C -2.943 -1.844 3.423
H -7.607 2.241 2.602
H -7.404 0.552 2.579
H -6.590 1.444 1.289
H -3.757 1.173 3.308
H -4.576 0.468 1.900
H -5.525 -1.220 3.616
H -5.137 -0.071 4.888
H -3.741 -2.557 3.177
H -2.140 -2.511 3.732
H -2.675 -1.227 2.567
C 4.991 -3.053 1.024
O 4.972 -3.395 -0.347
C 6.051 -2.793 -1.066
C 5.853 -3.245 -2.490
O 6.861 -2.859 -3.367
C 6.637 -3.165 -4.714
H 4.120 -3.469 1.527
H 4.999 -1.965 1.148
H 5.879 -3.419 1.547
H 7.002 -3.160 -0.666
H 6.016 -1.710 -0.922
H 4.884 -2.823 -2.808
H 5.638 -4.319 -2.574
H 6.370 -4.229 -4.772
H 7.520 -2.965 -5.312
H 5.782 -2.621 -5.134
C 2.281 2.476 -5.209
O 1.191 3.230 -5.686
C 0.247 3.652 -4.734
C -0.565 2.482 -4.157
O 0.131 1.604 -3.292
C 0.390 2.200 -2.018
H 3.006 2.350 -6.009
H 1.954 1.495 -4.856
H 2.696 3.005 -4.340
H -0.477 4.318 -5.205
H 0.739 4.247 -3.955
H -0.896 1.875 -5.000
H -1.442 2.877 -3.629
H -0.542 2.416 -1.495
H 1.000 3.093 -2.171
H 1.018 1.522 -1.446
C 4.479 0.444 3.927
O 3.722 1.570 4.302
C 3.805 2.643 3.389
C 2.577 3.514 3.653
O 2.521 4.551 2.684
C 1.364 5.377 2.735
H 5.545 0.653 3.787
H 3.996 -0.004 3.053
H 4.462 -0.248 4.772
H 3.851 2.336 2.338
H 4.755 3.131 3.641
H 2.549 3.935 4.659
H 1.727 2.836 3.524
H 1.176 5.720 3.759
H 0.446 4.838 2.477
H 1.639 6.166 2.042
C -2.533 5.863 0.808
O -2.149 4.634 0.210
C -3.291 3.860 -0.189
C -3.907 4.526 -1.395
O -5.240 4.190 -1.758
C -6.197 4.758 -0.864
H -2.987 6.526 0.068
H -1.707 6.289 1.367
H -3.367 5.644 1.488
H -3.931 3.707 0.689
H -2.986 2.846 -0.451
H -3.438 4.113 -2.295
H -3.713 5.600 -1.411
H -6.143 4.462 0.186
H -7.197 4.593 -1.258
H -6.011 5.839 -0.881
```

SMILES string   COCCOC.COCCOC.COCCOC.COCCOC.COCCOC.COCCOC.COCCOC.COCCOC.COCCOC.COCCOC.COCCOC
E_HOMO   -9.1519 eV
Spin multiplicity   1
DFT total energy   -3397.1041 Ha
Strongest force on any atom   2.83 eV/Å
Net charge   0
Relative energy (zero: lowest compared OMol25 entry of this formula, charge and spin)   68.1 kcal/mol
Orbital gap   9.66 eV